1.
Molecular formula: C4H11NOS
Method: DFT, ωB97M-V/def2-TZVPD

Geometry as XYZ:
```
18
Properties=species:S:1:pos:R:3:forces:R:3
C -1.88926 0.31491 0.75325 3.42 0.85 0.91
C -2.52571 0.49033 -0.57772 1.21 0.64 -2.63
C 1.68809 -1.35420 -0.84894 -0.12 -2.83 1.58
C 1.61825 0.45302 0.73897 2.41 2.19 2.22
N 1.21168 -0.89058 0.47664 -1.45 0.94 -1.30
O -1.12734 -1.98753 -0.20255 0.06 -0.40 -1.02
S -0.71783 -0.89073 0.64087 -0.49 -2.31 3.00
H -1.27317 1.16497 1.32151 -1.97 -1.21 -1.10
H -3.04948 1.44905 -0.53731 -0.18 -0.26 -0.49
H -3.19125 -0.36327 -0.75285 -0.06 0.44 0.00
H -1.77446 0.47788 -1.56019 -1.82 0.32 2.44
H 0.97029 -2.18450 -1.01200 1.11 -0.31 -0.24
H 1.55196 -0.78722 -1.74683 0.21 1.36 -0.12
H 2.78397 -1.71578 -0.69542 -1.96 0.53 -0.51
H 2.16765 1.04990 -0.11394 -1.62 -1.17 1.23
H 0.72397 1.02252 1.18494 1.63 -0.24 -0.74
H 2.46884 0.43138 1.58688 -1.85 0.16 -1.57
H -0.91477 -1.45211 2.00012 1.46 1.31 -1.67
```
Forces are in eV/Å.

Computed properties:
**HOMO-LUMO gap (alpha / beta)**: 8.56 / 8.56 eV
**SMILES string**: CC=[S@@H](=O)N(C)C
**LUMO energy (alpha / beta)**: 0.01287 / 0.01286 Ha

These are the natural (NBO) partial charges, in e, on atoms 1 to 8: C -0.674; C -0.666; C -0.458; C -0.452; N -0.587; O -0.952; S 1.613; H 0.208

***

2.
Molecular formula: C54H48IN6O2S5Sn
Method: DFT, ωB97M-V/def2-TZVPD

Geometry as XYZ:
```
117
Properties=species:S:1:pos:R:3:forces:R:3
Sn 0.20642 1.84219 0.44108 0.39 0.66 0.08
C -3.47740 3.43368 -1.75770 -0.02 0.04 0.02
C -2.35668 4.38174 -2.06536 -0.01 0.00 0.02
N -2.40632 5.09171 -3.16184 0.11 0.04 0.00
C -1.35063 5.89662 -3.45161 -0.10 -0.20 0.04
C -0.24263 6.00909 -2.65290 0.02 0.00 -0.03
C 0.83346 6.94539 -3.13401 -0.02 0.09 0.18
O 0.66571 8.28212 -2.63177 0.03 -0.09 -0.09
C -0.17909 5.27693 -1.43831 0.21 0.17 0.06
C 0.95634 5.44294 -0.55469 -0.17 0.19 -0.19
N 1.17068 4.80142 0.53142 0.08 -0.14 0.04
C 2.36144 5.06295 1.20878 0.09 0.01 0.09
C 3.58393 5.20745 0.54542 0.10 -0.06 -0.02
C 4.76826 5.38439 1.23978 -0.05 0.03 0.01
C 4.77057 5.40779 2.62798 -0.09 -0.04 0.00
C 3.56811 5.27152 3.31144 0.08 0.00 -0.08
C 2.38603 5.10897 2.60596 -0.05 0.04 0.00
I 0.58438 5.00911 3.66000 -0.01 -0.08 -0.01
C -1.25942 4.42352 -1.10823 -0.24 -0.12 0.08
O -1.34475 3.71929 -0.05394 0.13 -0.08 -0.18
H -4.15368 3.38460 -2.61127 -0.01 0.01 0.02
H -4.02435 3.75425 -0.86402 0.04 -0.01 -0.04
H -3.07255 2.44666 -1.52093 0.01 0.01 -0.01
H -1.40241 6.43618 -4.39358 -0.01 -0.03 0.01
H 0.82440 6.94919 -4.22682 -0.02 0.08 -0.07
H 1.82851 6.64170 -2.82089 0.06 -0.07 -0.01
H -0.27905 8.46423 -2.67349 -0.01 -0.02 0.06
H 1.66476 6.22804 -0.84030 -0.02 0.02 -0.04
H 3.59329 5.11587 -0.53379 0.01 -0.03 0.03
H 5.69807 5.48054 0.69289 0.00 -0.04 -0.01
H 5.69797 5.51128 3.17837 -0.03 0.02 -0.01
H 3.54825 5.28540 4.39312 -0.01 0.03 0.00
C 2.16703 2.03770 -4.11466 -0.08 -0.02 0.13
C 2.02762 1.87345 -2.60643 -0.22 -0.06 -0.24
S 0.34094 1.65502 -2.09586 0.09 0.10 0.00
C 3.09936 1.91527 -1.80037 0.19 0.01 0.14
C 4.47783 2.15237 -2.39325 -0.06 -0.01 0.13
S 3.05126 1.76511 -0.04256 -0.12 0.15 -0.10
H 1.18865 2.00632 -4.59310 0.01 0.01 0.03
H 2.77892 1.24148 -4.55516 -0.01 0.01 0.02
H 2.63141 2.99318 -4.37827 0.01 -0.02 0.02
H 4.57474 1.77022 -3.41355 -0.02 0.01 0.04
H 5.23630 1.67938 -1.76723 0.00 0.00 -0.01
H 4.71166 3.22373 -2.42156 0.00 -0.03 0.01
N -2.04043 0.72680 0.11995 -0.25 -0.50 0.22
S -2.52939 -0.61312 0.37483 0.21 0.35 -0.26
N -1.84214 -1.62150 1.54281 -0.27 -0.31 -0.13
S -1.00667 -2.89515 1.41725 -0.07 0.34 0.01
N 0.15582 -3.13999 0.43121 0.14 0.01 -0.01
S 1.19623 -1.81811 0.28239 -0.26 -0.11 -0.26
N 0.59577 -0.52135 0.38577 0.12 -0.06 0.17
C 1.99579 -2.25977 -1.24093 -0.03 -0.08 -0.14
C 3.04656 -1.41024 -1.56589 -0.10 -0.01 -0.06
C 3.65785 -1.56009 -2.80075 0.04 -0.01 -0.04
C 3.22112 -2.54003 -3.68395 -0.02 0.00 0.02
C 2.16118 -3.37451 -3.34586 0.00 0.03 0.02
C 1.53154 -3.23367 -2.11653 0.15 0.08 0.04
C 2.46222 -2.19581 1.48103 0.06 -0.16 0.10
C 2.78564 -1.16288 2.34096 0.13 -0.09 0.04
C 3.76868 -1.38562 3.30061 -0.02 0.01 -0.01
C 4.40139 -2.61714 3.37806 -0.01 0.00 0.00
C 4.06629 -3.64510 2.49811 -0.03 0.05 0.00
C 3.09001 -3.43601 1.53884 -0.02 0.08 0.03
C -2.00842 -4.33231 1.12420 0.04 0.02 0.05
C -1.72928 -5.20122 0.08603 -0.10 -0.12 -0.05
C -2.59612 -6.26413 -0.14117 0.12 0.09 -0.04
C -3.70833 -6.43936 0.66645 -0.07 -0.06 -0.01
C -3.96794 -5.56016 1.71017 0.01 0.07 0.08
C -3.11248 -4.49538 1.94353 -0.17 -0.10 0.04
C -0.44635 -3.09575 3.08924 0.04 0.00 0.03
C 0.25337 -4.25422 3.39641 0.02 -0.02 0.06
C 0.80048 -4.38419 4.66112 0.00 -0.03 -0.04
C 0.65307 -3.35893 5.58821 0.04 -0.03 0.06
C -0.04117 -2.20557 5.26099 -0.05 0.05 -0.07
C -0.60302 -2.06278 3.99734 0.10 -0.02 0.11
C -2.62165 -1.66061 -1.07441 -0.07 -0.12 -0.15
C -1.69613 -1.35162 -2.06389 -0.10 0.03 0.10
C -1.73993 -2.06420 -3.25235 0.04 -0.08 -0.06
C -2.69835 -3.05322 -3.44586 0.01 0.03 0.01
C -3.62613 -3.34090 -2.45094 0.04 0.01 0.03
C -3.59357 -2.64080 -1.25223 0.17 -0.01 0.03
C -4.21723 -0.66070 0.97986 -0.02 0.10 0.12
C -5.12608 0.02445 0.18079 -0.01 -0.01 0.00
C -6.43318 0.17077 0.61200 -0.03 -0.01 0.00
C -6.82296 -0.34401 1.84403 0.03 0.00 -0.01
C -5.90299 -1.00237 2.64659 0.01 -0.01 -0.04
C -4.59049 -1.16399 2.21579 -0.05 0.03 -0.06
H 3.33259 -0.60605 -0.88339 -0.02 -0.03 -0.08
H 4.46018 -0.88757 -3.07921 -0.02 -0.02 0.01
H 3.69914 -2.64410 -4.65094 -0.02 0.00 0.02
H 1.81384 -4.12543 -4.04575 0.01 0.02 0.02
H 0.68875 -3.85198 -1.84474 -0.02 -0.01 0.00
H 2.28896 -0.20592 2.22829 0.00 0.01 -0.01
H 4.04695 -0.58415 3.97273 0.01 -0.01 0.00
H 5.17306 -2.77899 4.12152 -0.02 0.00 -0.01
H 4.57173 -4.60119 2.55954 0.00 0.01 0.00
H 2.81695 -4.21744 0.83789 0.01 0.03 0.01
H -0.86125 -5.02700 -0.53307 -0.02 -0.02 0.00
H -2.40274 -6.94690 -0.95881 0.00 0.01 0.02
H -4.38219 -7.26719 0.48282 0.01 0.02 0.00
H -4.83795 -5.69965 2.33904 0.02 0.00 -0.01
H -3.30364 -3.79383 2.74653 0.01 -0.03 -0.03
H 0.38148 -5.02809 2.64783 0.01 0.03 0.03
H 1.35779 -5.27549 4.91824 0.00 0.01 0.00
H 1.09712 -3.45766 6.57120 -0.01 0.00 -0.02
H -0.13479 -1.40203 5.97961 0.00 -0.01 -0.01
H -1.12107 -1.16152 3.69878 0.02 -0.02 0.01
H -0.98158 -0.54138 -1.90963 -0.03 -0.09 -0.02
H -1.02605 -1.83011 -4.03279 -0.01 0.00 0.01
H -2.73774 -3.58865 -4.38755 0.01 0.00 0.03
H -4.37830 -4.10491 -2.60824 0.01 0.02 0.00
H -4.31251 -2.85660 -0.46980 0.00 0.02 -0.02
H -4.79584 0.45698 -0.75740 -0.01 0.00 0.04
H -7.14425 0.70584 -0.00501 0.01 -0.02 0.02
H -7.84226 -0.21354 2.18520 0.01 -0.01 0.00
H -6.20072 -1.38280 3.61590 0.00 0.01 -0.01
H -3.85555 -1.64812 2.84259 0.00 0.02 -0.01
```
Forces are in eV/Å.

Computed properties:
**Total charge**: -1
**HOMO-LUMO gap**: 4.48 eV
**LUMO energy**: 0.05307 Ha

These are the Löwdin partial charges, in e, on atoms 1 to 8: Sn 0.824; C -0.045; C -0.274; N 0.093; C -0.144; C -0.182; C -0.225; O -0.072

***

Energy values (in eV) by entry order: -18693.097, -137915.209.